1.
This record from the OMol25 dataset describes a molecular structure, C15H15AuN5OS in a non-equilibrium geometry. The level of theory is the ωB97M-V functional and the def2-TZVPD basis.

Geometry as XYZ:
```
38
C15H15AuN5OS the ωB97M-V functional and the def2-TZVPD basis
Au -0.52370 0.30091 1.09893
N -4.23417 -0.64552 -0.43363
C -3.81746 -1.94121 -0.19125
C -4.33108 -3.17985 -0.55623
C -3.61530 -4.28645 -0.14705
C -2.43990 -4.16795 0.60846
C -1.92847 -2.93654 0.96112
C -2.63038 -1.81389 0.53415
N -2.35916 -0.46370 0.70775
C -3.34780 0.21021 0.12198
C -3.48793 1.66109 0.08993
C -4.45709 2.37691 -0.55555
S -4.24715 4.04579 -0.28571
C -2.86226 3.68627 0.67960
N -2.59535 2.43026 0.79084
H -5.09597 -0.39081 -0.88476
H -5.24642 -3.26989 -1.12557
H -3.96892 -5.27256 -0.41577
H -1.93069 -5.06810 0.92488
H -1.02522 -2.83632 1.54800
H -5.27189 2.01932 -1.16525
H -2.29010 4.46911 1.15630
N 1.34316 0.83307 1.25116
C 2.39762 0.90004 0.77554
N 3.58453 0.95090 0.25097
C 4.33292 2.21383 0.15232
C 5.32191 2.10906 -1.00019
O 6.14020 0.96794 -0.86315
C 5.37875 -0.21811 -0.92235
C 4.38551 -0.29072 0.22902
H 4.87507 2.38759 1.08560
H 3.63422 3.02998 -0.02079
H 5.97668 2.97769 -0.99109
H 4.78074 2.07485 -1.95424
H 6.07297 -1.05232 -0.84602
H 4.84510 -0.27922 -1.87931
H 4.92137 -0.39375 1.17633
H 3.71564 -1.13794 0.09501
```

## Properties
Net charge   +1
Kohn-Sham gap   8.626 eV

These are the Löwdin partial charges, in e, on atoms 1 to 4:
1. Au 0.823
2. N 0.190
3. C -0.173
4. C -0.003

2.
This record from the OMol25 dataset describes a single C15H15ClN2O3S2 molecule in a non-equilibrium geometry. The level of theory is the ωB97M-V functional and the def2-TZVPD basis.

Geometry as XYZ:
```
38
C15H15ClN2O3S2 the ωB97M-V functional and the def2-TZVPD basis
O 1.54639 0.70559 -3.42543
C 1.40509 0.09189 -2.38771
N 0.23500 0.05491 -1.70905
C 0.01565 -0.59476 -0.44061
H 0.89407 -1.17556 -0.15848
C -0.29669 0.45253 0.63462
N -1.42090 1.24581 0.18960
S -2.12052 2.16032 1.40784
O -1.14193 2.65440 2.33103
O -3.02888 3.07822 0.79479
C -3.04403 0.89133 2.22640
C -3.00652 0.53080 3.53785
C -3.90014 -0.52310 3.82798
C -4.58950 -0.93255 2.72955
S -4.16728 -0.03847 1.32108
H -5.32619 -1.70849 2.66524
H -4.02096 -0.95055 4.80654
H -2.36137 1.01165 4.24956
C -1.15083 1.93738 -1.05553
H -2.03259 2.53088 -1.29435
C -0.87009 0.89042 -2.13213
H -0.58848 1.36625 -3.07263
H -1.75602 0.26473 -2.27916
H -0.28353 2.60508 -0.95458
H -0.57518 -0.03052 1.57292
H 0.58265 1.08475 0.81543
H -0.84586 -1.26623 -0.53977
C 2.53067 -0.71798 -1.80512
C 2.78475 -2.00474 -2.26202
C 3.87604 -2.71308 -1.78994
C 4.72895 -2.13599 -0.86363
C 4.49656 -0.85040 -0.40623
C 3.40107 -0.14859 -0.88149
Cl 3.10297 1.46198 -0.32110
H 5.15856 -0.38950 0.30963
H 5.58351 -2.68432 -0.49781
H 4.06406 -3.71288 -2.14986
H 2.12149 -2.44121 -2.99344
```

## Properties
Net charge   0
Structure (SMILES)   O=C(c1ccccc1Cl)N1CCN(S(=O)(=O)c2cccs2)CC1
Kohn-Sham gap   9.755 eV

These are the Löwdin partial charges, in e, on atoms 1 to 4:
1. O 0.086
2. C -0.465
3. N -0.043
4. C -0.108

3.
This record from the OMol25 dataset describes a molecular structure, C15H15ClN3O4Ti in a non-equilibrium geometry. The level of theory is the ωB97M-V functional and the def2-TZVPD basis.

Geometry as XYZ:
```
39
C15H15ClN3O4Ti the ωB97M-V functional and the def2-TZVPD basis
Ti -0.79458 -0.61781 -0.07101
Cl -2.73883 -3.02246 -0.38094
O -3.33552 -2.57229 0.84994
O -1.27433 -2.86542 -0.23844
O -3.02106 -4.38857 -0.63077
O -3.14619 -2.17694 -1.48418
N 0.50174 -0.34368 -1.97194
C 0.03392 -0.82380 -3.12582
C 0.72408 -0.74718 -4.32486
C 1.95372 -0.10816 -4.32646
C 2.43888 0.42597 -3.13664
C 1.65979 0.31375 -1.99376
H -0.89498 -1.38562 -3.06973
H 0.28790 -1.15115 -5.22549
H 2.54446 0.01992 -5.22583
H 3.38576 0.94141 -3.06663
H 1.95735 0.76861 -1.05593
N 0.63769 -0.85961 1.71567
C 0.38554 -1.96627 2.43157
C 1.25096 -2.44933 3.38091
C 2.45421 -1.79159 3.56056
C 2.72764 -0.64351 2.82868
C 1.75400 -0.17483 1.97687
H -0.52948 -2.51127 2.21701
H 1.03632 -3.31105 3.99426
H 3.18816 -2.22159 4.23196
H 3.64019 -0.08019 2.95924
H 1.83891 0.78255 1.47431
N -1.23893 1.48938 0.33035
C -1.49112 1.87146 1.62054
C -1.91385 3.13604 1.97013
C -2.06429 4.09843 0.96684
C -1.80284 3.73104 -0.35051
C -1.39267 2.45148 -0.63216
H -1.24898 1.13802 2.38371
H -1.96397 3.35856 3.02691
H -2.38898 5.10316 1.20687
H -1.96012 4.43153 -1.15933
H -1.20053 2.15099 -1.65593
```

## Properties
Net charge   0
Kohn-Sham gap (alpha / beta)   4.165 / 8.802 eV
2S+1   4

These are the Löwdin partial charges, in e, on atoms 1 to 4:
1. Ti 0.923
2. Cl 0.657
3. O -0.333
4. O -0.464

4.
This record from the OMol25 dataset describes a molecular structure, C15H15IrN5O5SSe in a non-equilibrium geometry. The level of theory is the ωB97M-V functional and the def2-TZVPD basis.

Geometry as XYZ:
```
43
C15H15IrN5O5SSe the ωB97M-V functional and the def2-TZVPD basis
Ir -0.78826 -1.92861 0.31288
C -0.74619 0.80698 -4.34073
N 0.41561 0.50670 -3.55505
C 1.66079 0.99905 -3.78976
C 2.48611 0.51599 -2.83923
N 1.73918 -0.29283 -1.99051
C 0.44235 -0.28847 -2.46185
S -0.97747 -1.10042 -2.00518
C 2.29051 -0.92833 -0.86577
C 3.66598 -0.82854 -0.61921
C 4.21389 -1.44838 0.48666
C 3.38691 -2.17274 1.33021
C 2.04490 -2.23328 1.02331
N 1.50140 -1.62157 -0.03614
H -0.45484 1.45040 -5.16733
H -1.49306 1.30891 -3.72737
H -1.18710 -0.10847 -4.72982
H 1.86924 1.65553 -4.60843
H 3.52983 0.70712 -2.71851
H 4.32274 -0.28678 -1.27516
H 5.27203 -1.37653 0.68237
H 3.76579 -2.68662 2.19615
H 1.37037 -2.81984 1.63057
N -3.84759 3.80486 2.29569
C -3.47714 2.82253 1.45411
O -4.03912 2.56775 0.41448
C -2.23286 2.05863 1.84157
C -1.22760 2.53345 2.67563
C -0.10287 1.74428 2.87449
C -0.00421 0.53392 2.21076
N -0.94793 0.10107 1.37705
C -2.04392 0.82667 1.21722
H -4.68665 4.31844 2.07698
H -3.44566 3.93373 3.20731
H -1.29394 3.50231 3.14978
H 0.69236 2.06815 3.52845
H 0.86081 -0.10150 2.34115
H -2.81776 0.44939 0.56230
O -2.76082 -5.16439 1.76381
Se -2.03028 -3.92410 1.22178
O -0.38129 -4.00850 1.10901
O -2.17056 -2.50443 2.04687
O -2.37369 -3.39154 -0.30057
```

## Properties
Net charge   +1
Kohn-Sham gap (alpha / beta)   7.217 / 7.238 eV

These are the Löwdin partial charges, in e, on atoms 1 to 4:
1. Ir 1.154
2. C -0.023
3. N -0.128
4. C -0.011

5.
This record from the OMol25 dataset describes a single C15H15N5O2 molecule in a non-equilibrium geometry. The level of theory is the ωB97M-V functional and the def2-TZVPD basis.

Geometry as XYZ:
```
37
C15H15N5O2 the ωB97M-V functional and the def2-TZVPD basis
O -1.78270 3.24062 3.89976
N 1.04562 2.06564 2.02603
N 0.35834 -1.33276 0.54899
N -1.41624 -0.63419 1.76597
O 2.22050 -0.03007 0.09892
C -1.05930 2.51404 3.27484
C 0.35006 2.87702 2.81200
C -0.86152 -1.58569 1.01704
C 0.95434 -0.16575 0.65924
C -0.89960 0.52649 1.97187
C 0.07396 1.30404 -4.22329
C -0.19132 2.14468 -3.16689
C 1.11718 0.34033 -4.17576
C 0.63269 2.16729 -2.03879
C 1.87347 0.27467 -2.99759
C 0.42401 0.88529 1.52531
C 1.59218 1.17141 -1.94166
N -1.52906 1.34393 2.87036
N -1.42118 -2.87884 0.94687
C 2.42252 1.15702 -0.70101
C -1.67093 -3.53619 2.29570
C -1.09884 -3.57541 -0.30400
H 0.55347 3.83954 3.08864
H -0.51700 1.18590 -5.09811
H -1.00960 2.77887 -3.34789
H 1.36069 -0.25518 -5.05864
H 0.34047 3.02682 -1.38221
H 2.56112 -0.55142 -2.82038
H -2.35515 0.94582 3.24222
H 2.21629 1.95674 0.01053
H 3.51131 1.18368 -1.02087
H -2.71721 -3.36072 2.58576
H -1.36603 -4.58519 2.33365
H -1.00822 -3.06081 3.02280
H -1.32213 -3.00250 -1.25736
H -1.36468 -4.68116 -0.28835
H -0.01748 -3.69396 -0.17371
```

## Properties
Net charge   0
Structure (SMILES)   CN(C)c1nc(OCc2ccccc2)c2ncc(=O)[nH]c2n1
Kohn-Sham gap   7.958 eV

These are the Löwdin partial charges, in e, on atoms 1 to 4:
1. O 0.077
2. N 0.134
3. N 0.216
4. N 0.188

6.
This record from the OMol25 dataset describes a molecular structure, C15H15N7O2RuS2. The level of theory is the ωB97M-V functional and the def2-TZVPD basis.

Geometry as XYZ:
```
42
C15H15N7O2RuS2 the ωB97M-V functional and the def2-TZVPD basis
Ru 0.07143 -0.06474 0.95622
N -0.19241 -4.05266 -0.60869
C -0.08230 -2.74924 -0.33425
S 0.23108 -2.31141 1.35497
N -0.17413 -1.90714 -1.33192
N -0.05398 -0.61594 -0.95109
C -0.12697 0.32452 -1.82562
C -0.11199 1.68458 -1.30807
C -0.20078 2.79557 -2.13452
C -0.22193 4.05830 -1.56970
C -0.15877 4.18235 -0.18913
C -0.06919 3.03472 0.57590
N -0.04062 1.81607 0.03950
H -0.18819 -4.73516 0.12703
H -0.38816 -4.34064 -1.55311
H -0.26314 0.09486 -2.87506
H -0.26045 2.65709 -3.20491
H -0.29452 4.93610 -2.19689
H -0.18601 5.14827 0.29344
H -0.04225 3.07668 1.65846
C -2.12547 0.23654 5.19130
N -2.49699 0.27357 3.77881
C -3.81130 0.32286 3.34699
C -4.15065 0.34670 2.05122
C -3.12163 0.29884 1.01171
O -3.31229 0.31412 -0.18525
N -1.83263 0.23901 1.53064
C -1.52917 0.24618 2.83848
O -0.28548 0.21523 3.10384
H -3.02908 0.32308 5.78771
H -1.45811 1.06353 5.42312
H -1.62518 -0.70120 5.42396
H -4.54622 0.34900 4.13912
H -5.18576 0.39438 1.75178
S 4.64152 -0.39884 1.46177
C 4.05973 1.10811 2.01325
C 2.74923 1.23757 1.70675
N 2.20779 0.16019 1.04313
C 3.10548 -0.77788 0.86185
H 4.69278 1.81226 2.52523
H 2.12921 2.08822 1.93708
H 2.88972 -1.71220 0.36970
```

## Properties
Net charge   +1
Kohn-Sham gap (alpha / beta)   7.692 / 7.113 eV
2S+1   2

These are the Löwdin partial charges, in e, on atoms 1 to 4:
1. Ru 1.132
2. N 0.105
3. C -0.780
4. S 0.680